ORCA calculation (ωB97M-V with the def2-TZVPD basis set) on an isolated molecule of C5H8O2.

Results
**Gap between HOMO and LUMO**: 10.42 eV
**Spin multiplicity**: 1
**SMILES**: CC(=O)C1(O)CC1
**ΔE to the lowest compared entry with this formula, charge and spin**: 31.4 kcal per mole
**LUMO energy**: 0.932 eV
**HOMO level**: -9.49 eV

Structure (XYZ):
```
15
Properties=species:S:1:pos:R:3:lowdin_charge:R:1
C -0.313 -0.753 -1.698 0.0116
C -0.783 0.260 -0.700 -0.3915
O -1.872 0.803 -0.772 0.0863
C 0.104 0.671 0.430 -0.4710
O -0.010 2.020 0.714 0.0422
C 1.313 -0.088 0.858 -0.0513
C -0.022 -0.436 1.462 -0.0426
H 0.146 -0.146 -2.487 0.1067
H 0.455 -1.427 -1.313 0.0760
H -1.150 -1.310 -2.120 0.0931
H -0.882 2.251 0.346 0.0998
H 1.993 0.449 1.512 0.1161
H 1.812 -0.783 0.186 0.0973
H -0.543 -1.315 1.086 0.1115
H -0.245 -0.195 2.495 0.1158
```



ORCA calculation (ωB97M-V with the def2-TZVPD basis set) on an isolated molecule of CH2N4O.

Results
**Gap between HOMO and LUMO**: 10.79 eV
**Spin multiplicity**: 1
**SMILES**: Nc1nnon1
**ΔE to the lowest compared entry with this formula, charge and spin**: 44.7 kcal per mole
**LUMO energy**: 0.362 eV
**HOMO level**: -10.42 eV

Structure (XYZ):
```
8
Properties=species:S:1:pos:R:3:lowdin_charge:R:1
N -0.983 -0.997 0.377 0.1161
C -0.144 -0.005 -0.066 -0.5048
N 0.455 0.860 0.786 0.0831
N 1.133 1.653 0.091 0.0361
O 1.002 1.312 -1.205 -0.0733
N 0.180 0.233 -1.313 0.1286
H -1.156 -1.244 1.353 0.1055
H -0.487 -1.812 -0.023 0.1089
```



ORCA calculation (ωB97M-V with the def2-TZVPD basis set) on an isolated molecule of C3H2Br2O.

Results
**Gap between HOMO and LUMO**: 8.99 eV
**Spin multiplicity**: 1
**SMILES**: O=C=C(Br)CBr
**ΔE to the lowest compared entry with this formula, charge and spin**: 14.0 kcal per mole
**LUMO energy**: -0.269 eV
**HOMO level**: -9.26 eV

Structure (XYZ):
```
8
Properties=species:S:1:pos:R:3:lowdin_charge:R:1
O 0.858 -1.824 1.733 0.1888
C 0.770 -0.988 0.912 -0.2732
C 0.574 -0.185 -0.031 -0.8725
Br 1.945 0.251 -1.159 0.8222
C -0.816 0.353 -0.319 -0.5586
Br -0.882 2.359 -0.141 0.5500
H -0.974 0.019 -1.422 0.1070
H -1.473 0.014 0.427 0.0362
```